*one*
Entry from the Open Molecules 2025 dataset: one molecule with the formula C5H13N (ωB97M-V with the def2-TZVPD basis set).

Geometry as XYZ:
```
19
Properties=species:S:1:pos:R:3
C -2.55 0.08 0.75
C -1.07 0.18 1.13
C -0.15 0.70 0.02
N 1.11 -0.05 -0.11
C 1.02 -1.39 -0.65
C 2.20 0.72 -0.67
H -3.13 0.93 1.10
H -2.75 0.02 -0.32
H -2.94 -0.84 1.18
H -0.69 -0.83 1.27
H -0.99 0.65 2.11
H 0.11 1.75 0.00
H -0.69 0.49 -0.91
H 0.14 -1.85 -0.22
H 1.97 -1.87 -0.46
H 0.91 -1.45 -1.75
H 3.10 0.13 -0.58
H 2.14 0.98 -1.74
H 2.26 1.64 -0.13
```

Results
SMILES: CCCN(C)C
HOMO energy: -8.101 eV
LUMO level: 1.160 eV
orbital gap: 9.26 eV


*two*
Entry from the Open Molecules 2025 dataset: C5H13N as an isolated structure (ωB97M-V with the def2-TZVPD basis set).

Geometry as XYZ:
```
19
Properties=species:S:1:pos:R:3
C -1.99 -0.79 -0.80
C -1.75 -0.25 0.72
C -0.35 -0.40 1.13
C 0.66 0.57 0.63
N 1.47 0.30 -0.57
C 1.79 -1.07 -0.65
H -3.06 -0.69 -0.99
H -1.36 -0.35 -1.56
H -1.60 -1.78 -0.59
H -2.41 -0.88 1.32
H -2.17 0.76 0.78
H 1.29 1.14 1.31
H 0.02 -1.09 1.88
H 2.48 3.29 -0.04
H -0.04 1.34 0.24
H 1.94 3.56 -0.46
H 0.77 -0.62 -1.23
H 1.61 -1.82 0.10
H 2.71 -1.21 -1.22
```

Results
HOMO energy: -6.208 eV
LUMO level: -0.908 eV
orbital gap: 5.30 eV


*three*
Entry from the Open Molecules 2025 dataset: a 2-piece molecular cluster, C5H13N overall (ωB97M-V with the def2-TZVPD basis set).

Geometry as XYZ:
```
19
Properties=species:S:1:pos:R:3
C 0.54 -1.34 0.38
C 1.21 -0.17 -0.04
C 1.05 0.36 -1.39
C 0.47 0.26 1.38
C -1.05 0.33 1.55
N -1.68 0.38 -1.52
H -0.23 -1.75 -0.24
H 1.35 -1.97 0.72
H 2.28 -0.06 0.19
H 1.46 -0.34 -2.09
H 1.45 1.37 -1.50
H -1.77 -0.54 -1.93
H 0.96 -0.16 2.26
H 0.77 1.32 1.39
H -1.30 0.70 2.54
H -1.53 -0.65 1.44
H -1.47 0.88 0.71
H -0.54 0.40 -1.52
H -1.97 0.96 -2.31
```

Results
HOMO energy: -6.380 eV
LUMO level: -0.541 eV
orbital gap: 5.84 eV


It is *one* that is most stable; the runner-up trails by 5.908 eV.


*one*
Entry from the Open Molecules 2025 dataset: a 2-piece molecular cluster, C5H13N overall (ωB97M-V with the def2-TZVPD basis set).

Geometry as XYZ:
```
19
Properties=species:S:1:pos:R:3
C -1.46 -0.89 -0.77
C -1.04 -0.84 0.61
C -0.71 0.39 1.35
C -0.02 -1.56 -0.77
C 1.27 -0.79 -0.48
N 0.73 2.89 0.03
H -1.49 0.08 -1.20
H -2.25 -1.58 -0.95
H -1.08 -1.80 1.14
H -1.38 1.26 1.17
H -0.03 0.30 2.22
H 1.73 2.98 0.25
H 0.10 -1.93 -1.83
H 0.19 -2.49 -0.24
H 1.75 -0.13 -1.26
H 1.06 -0.16 0.38
H 1.97 -1.67 -0.11
H 0.31 3.83 0.03
H 0.35 2.10 0.44
```

Results
HOMO energy: -7.664 eV
LUMO level: 1.055 eV
orbital gap: 8.72 eV


*two*
Entry from the Open Molecules 2025 dataset: a 2-piece molecular cluster, C5H13N overall (ωB97M-V with the def2-TZVPD basis set).

Geometry as XYZ:
```
19
Properties=species:S:1:pos:R:3
C -0.30 -0.80 -2.71
N -0.39 0.16 -1.90
C -1.75 0.63 -1.57
H 0.69 -1.17 -2.96
H -1.15 -1.13 -3.31
H -2.43 0.67 -2.44
H -1.75 1.65 -1.22
H -2.07 -0.12 -0.86
C 0.49 1.13 2.49
C 1.22 0.18 1.52
C 0.84 -1.30 1.71
H -0.57 0.85 2.44
H 0.65 2.12 2.07
H 0.79 0.98 3.52
H 2.28 0.47 1.48
H 0.95 0.42 0.48
H 1.29 -1.92 0.94
H 1.16 -1.64 2.69
H -0.23 -1.33 1.54
```

Results
SMILES: C=NC.CCC
HOMO energy: -9.770 eV
LUMO level: 1.065 eV
orbital gap: 10.83 eV


*three*
Entry from the Open Molecules 2025 dataset: a 2-piece molecular cluster, C5H13N overall (ωB97M-V with the def2-TZVPD basis set).

Geometry as XYZ:
```
19
Properties=species:S:1:pos:R:3
C -2.68 -1.61 -0.39
N -0.16 -0.03 -0.94
C 0.47 2.39 0.00
C 1.25 1.41 0.76
C 0.70 -0.29 0.42
C 1.87 -1.20 0.36
H -2.94 -2.58 -0.02
H -3.38 -0.83 -0.01
H -2.83 -1.66 -1.47
H -1.65 -1.36 -0.34
H 1.01 2.78 -0.93
H -0.01 1.05 -0.88
H -0.18 3.10 0.51
H 1.20 1.45 1.93
H 2.30 1.21 0.52
H 0.65 -0.36 -1.45
H 2.68 -1.23 -0.34
H -0.15 -0.32 1.11
H 1.84 -1.89 1.16
```

Results
HOMO energy: -7.699 eV
LUMO level: -1.546 eV
orbital gap: 6.15 eV


*four*
Entry from the Open Molecules 2025 dataset: one molecule with the formula C5H13N (ωB97M-V with the def2-TZVPD basis set).

Geometry as XYZ:
```
19
Properties=species:S:1:pos:R:3
C 0.03 1.23 -2.07
C -0.63 0.93 -0.73
C 0.20 0.01 0.18
C 0.30 -1.40 -0.40
C -0.42 -0.02 1.59
N 0.36 -0.70 2.61
H 1.02 1.64 -1.92
H -0.56 1.95 -2.62
H 0.11 0.33 -2.67
H -1.61 0.48 -0.89
H -0.79 1.88 -0.20
H 1.21 0.43 0.26
H 0.79 -1.39 -1.37
H 0.89 -2.05 0.25
H -0.69 -1.83 -0.52
H -1.40 -0.50 1.54
H -0.56 1.01 1.94
H 0.46 -1.69 2.38
H 1.29 -0.30 2.67
```

Results
SMILES: CC[C@H](C)CN
HOMO energy: -9.114 eV
LUMO level: 1.169 eV
orbital gap: 10.28 eV


It is *four* that is most stable; the runner-up trails by 1.511 eV.


*one*
Entry from the Open Molecules 2025 dataset: a 2-piece molecular cluster, C5H14 overall (ωB97M-V with the def2-TZVPD basis set).

Geometry as XYZ:
```
19
Properties=species:S:1:pos:R:3
C 1.31 -0.82 1.95
C 0.30 0.11 2.51
C 1.61 -0.33 0.54
H 0.94 -1.82 2.00
H 2.15 -0.83 2.58
H 0.84 1.13 2.84
H -0.33 0.48 1.58
H 1.02 -1.10 -0.02
H -0.28 -0.41 3.19
H 2.64 -0.32 0.36
H 1.29 0.57 0.01
C -2.22 0.04 -2.38
C -0.91 0.91 -2.36
H -2.26 -0.66 -1.50
H -2.97 0.69 -2.35
H -2.15 -0.59 -3.31
H -0.98 1.98 -2.35
H -0.32 0.77 -3.23
H -0.21 0.67 -1.36
```

Results
charge: -1
HOMO energy (spin up / spin down): 1.519 / -6.801 eV
⟨S²⟩: 0.750
LUMO level (spin up / spin down): 4.309 / 4.432 eV
2S+1: 2
orbital gap (spin up / spin down): 2.79 / 11.23 eV


*two*
Entry from the Open Molecules 2025 dataset: a 2-piece molecular cluster, C5H14 overall (ωB97M-V with the def2-TZVPD basis set).

Geometry as XYZ:
```
19
Properties=species:S:1:pos:R:3
C 0.77 0.36 1.34
C 1.90 0.36 2.38
C 0.26 1.73 0.90
H 1.13 -0.26 0.51
H -0.08 -0.20 1.74
H 1.86 1.20 3.08
H 1.10 2.43 0.84
H 2.88 0.30 1.93
H 1.75 -0.50 3.04
H -0.24 1.68 -0.07
H -0.42 2.12 1.66
C -1.71 -1.89 -2.03
C -1.16 -0.51 -2.45
H -1.26 -2.70 -2.60
H -1.44 -2.05 -0.98
H -2.80 -1.89 -2.11
H -1.46 -0.28 -3.47
H -0.07 -0.53 -2.38
H -1.47 0.23 -1.73
```

Results
charge: -1
HOMO energy (spin up / spin down): 1.534 / -7.688 eV
⟨S²⟩: 0.750
LUMO level (spin up / spin down): 4.217 / 4.254 eV
2S+1: 2
orbital gap (spin up / spin down): 2.68 / 11.94 eV


*three*
Entry from the Open Molecules 2025 dataset: a 2-piece molecular cluster, C5H14 overall (ωB97M-V with the def2-TZVPD basis set).

Geometry as XYZ:
```
19
Properties=species:S:1:pos:R:3
C -0.37 -1.75 -1.90
C 0.69 -1.20 -2.86
H -0.79 -2.69 -2.31
H 0.18 -2.18 -1.06
H -1.22 -1.11 -1.70
H 1.07 -0.21 -2.60
H 0.36 -1.20 -3.91
H 1.55 -1.89 -2.86
C 0.20 1.02 2.24
C -1.34 1.10 2.26
C 0.82 1.32 0.85
H 0.42 -0.03 2.43
H 0.65 1.64 3.01
H -1.71 1.97 2.78
H -1.80 0.94 1.29
H 1.06 0.39 0.34
H 1.82 1.74 1.00
H -1.74 0.22 2.78
H 0.18 1.93 0.22
```

Results
charge: -1
HOMO energy (spin up / spin down): 1.536 / -7.696 eV
⟨S²⟩: 0.750
LUMO level (spin up / spin down): 4.222 / 4.165 eV
2S+1: 2
orbital gap (spin up / spin down): 2.69 / 11.86 eV


*four*
Entry from the Open Molecules 2025 dataset: a 2-piece molecular cluster, C5H14 overall (ωB97M-V with the def2-TZVPD basis set).

Geometry as XYZ:
```
19
Properties=species:S:1:pos:R:3
C 0.73 -0.28 3.25
C 1.51 0.14 1.91
H -0.04 -0.95 2.81
H 1.34 -0.93 3.87
H 0.25 0.60 3.67
H 1.30 1.21 1.90
H 1.35 -0.56 1.11
H 2.60 0.13 1.99
C -1.11 -0.37 -2.05
C -0.48 -0.53 -0.64
C -0.78 0.98 -2.67
H -0.82 -1.20 -2.69
H -2.19 -0.42 -1.99
H 0.41 -1.13 -0.53
H 0.20 1.13 -3.15
H -1.41 1.34 -3.47
H -1.33 -0.86 -0.02
H -0.23 0.46 -0.25
H -0.74 1.74 -1.89
```

Results
charge: -1
HOMO energy (spin up / spin down): 1.558 / -7.600 eV
⟨S²⟩: 0.750
LUMO level (spin up / spin down): 4.222 / 4.379 eV
2S+1: 2
orbital gap (spin up / spin down): 2.66 / 11.98 eV


It is *two* that is most stable; the runner-up trails by 0.329 eV.


*one*
Entry from the Open Molecules 2025 dataset: an isolated ion of composition C3H8NO and charge +1 (ωB97M-V with the def2-TZVPD basis set).

Geometry as XYZ:
```
13
Properties=species:S:1:pos:R:3
C 1.68 0.15 -0.41
N 0.54 -0.02 0.13
C 0.12 -0.78 1.26
C -0.83 0.80 -0.55
O -1.60 0.31 -1.59
H 1.68 0.48 -1.50
H 2.71 -0.33 -0.14
H 0.68 -1.77 1.33
H -0.96 -0.87 1.14
H 0.25 -0.14 2.12
H -0.53 1.79 -0.85
H -1.42 0.75 0.40
H -2.33 -0.36 -1.31
```

Results
SMILES: C=[N+](C)CO
charge: +1
HOMO energy: -16.220 eV
LUMO level: -4.891 eV
orbital gap: 11.33 eV


*two*
Entry from the Open Molecules 2025 dataset: a 2-piece molecular cluster, C3H8NO overall (ωB97M-V with the def2-TZVPD basis set).

Geometry as XYZ:
```
13
Properties=species:S:1:pos:R:3
C -0.15 -0.27 1.43
C -0.10 0.06 -0.03
C 0.02 1.11 -1.05
N 0.90 -0.83 0.51
O -1.28 -1.60 -0.50
H -0.07 0.41 2.25
H -0.91 -1.04 1.58
H -0.80 1.82 -1.10
H 0.20 0.63 -1.94
H 0.94 1.79 -0.76
H 1.93 -0.46 0.44
H 0.81 -1.79 0.40
H -2.00 -1.66 -1.10
```

Results
charge: +1
HOMO energy (spin up / spin down): -14.968 / -14.970 eV
LUMO level (spin up / spin down): -5.383 / -5.383 eV
orbital gap (spin up / spin down): 9.58 / 9.59 eV


*three*
Entry from the Open Molecules 2025 dataset: a 2-piece molecular cluster, C3H8NO overall (ωB97M-V with the def2-TZVPD basis set).

Geometry as XYZ:
```
13
Properties=species:S:1:pos:R:3
C 0.15 -2.66 0.70
N -0.50 -1.58 0.53
H -0.27 -3.65 0.60
H 1.19 -2.53 0.92
H -0.04 -0.75 0.93
H -1.50 -1.51 0.35
O 0.08 1.17 1.13
C 0.56 1.71 0.16
C -0.14 1.81 -1.20
H 1.45 2.37 0.22
H 0.56 1.50 -1.98
H -1.08 1.28 -1.14
H -0.45 2.85 -1.22
```

Results
charge: +1
HOMO energy: -14.012 eV
LUMO level: -5.572 eV
orbital gap: 8.44 eV


It is *three* that is most stable; the runner-up trails by 1.083 eV.